[1]
Below is C2H2N6 in the gas phase, with properties calculated with ωB97M-V/def2-TZVPD.

- LUMO: -1.92 eV
- Maximum force: 3.5 eV/A
- Orbital gap: 0.3086 Eh
- Structure (SMILES): [H]/N=c1\nncnnn1
- HOMO level: -10.32 eV
- E: -11041.371 eV
- Relative energy (zero: lowest compared OMol25 entry of this formula, charge and spin): 58.44 kcal per mole

Last column: Mulliken charge in e.
Cartesian coordinates (Å):
C1 0.435 -0.910 -0.466  0.658
C2 -0.742 1.244 0.716  0.089
H1 1.068 -2.378 0.428  0.273
H2 -1.237 1.807 1.488  0.386
N1 1.338 -1.738 -0.321  -0.557
N2 -0.855 -1.038 0.088  -0.106
N3 -1.439 0.046 0.463  -0.310
N4 0.266 1.701 0.138  -0.197
N5 0.519 1.224 -1.076  -0.070
N6 0.648 0.043 -1.458  -0.167


[2]
Below is C2H4N4 in the gas phase, with properties calculated with ωB97M-V/def2-TZVPD.

- LUMO: 0.45 eV
- Maximum force: 3.9 eV/A
- Orbital gap: 0.3985 Eh
- Structure (SMILES): C/N=C/N1N=N1
- HOMO level: -10.40 eV
- E: -8094.089 eV
- Relative energy (zero: lowest compared OMol25 entry of this formula, charge and spin): 120.50 kcal per mole

Last column: Mulliken charge in e.
Cartesian coordinates (Å):
C1 -1.694 0.416 0.073  0.212
C2 0.357 -0.225 -0.239  -0.900
N1 -3.601 0.767 -1.189  -0.108
N2 -3.064 0.344 0.017  -0.097
N3 -3.347 -0.404 -1.272  0.002
N4 -1.036 -0.378 -0.616  -0.433
H1 -1.448 1.136 0.893  0.316
H2 0.738 -1.153 -0.224  0.338
H3 0.795 0.309 -1.018  0.292
H4 0.521 0.076 0.760  0.379


[3]
Below is a 7-piece molecular cluster, H12IO6 overall, with properties calculated with ωB97M-V/def2-TZVPD.

- LUMO: 2.96 eV
- Maximum force: 0.5 eV/A
- Orbital gap: 0.2605 Eh
- Net charge: -1
- HOMO level: -4.12 eV
- E: -20583.152 eV
- Relative energy (zero: lowest compared OMol25 entry of this formula, charge and spin): 33.26 kcal per mole

Last column: Mulliken charge in e.
Cartesian coordinates (Å):
I1 -1.103 0.068 0.017  -0.966
O1 1.032 -3.800 2.119  -0.655
H1 0.336 -3.222 1.807  0.336
H2 1.842 -3.331 1.918  0.307
O2 1.278 4.564 2.142  -0.640
H3 1.054 3.654 2.338  0.329
H4 2.210 4.632 2.353  0.309
O3 -3.628 -4.457 -2.185  -0.650
H5 -3.222 -3.878 -1.541  0.339
H6 -4.289 -4.941 -1.690  0.309
O4 1.334 0.049 4.521  -0.656
H7 0.567 0.537 4.822  0.312
H8 1.098 -0.252 3.643  0.336
O5 -3.090 2.018 -4.152  -0.645
H9 -2.717 1.312 -3.624  0.331
H10 -3.168 1.645 -5.030  0.306
O6 3.526 2.179 -2.575  -0.653
H11 4.057 1.447 -2.891  0.309
H12 2.885 1.775 -1.990  0.342


[4]
Below is C5H6O as an isolated structure, with properties calculated with ωB97M-V/def2-TZVPD.

- LUMO: 1.14 eV
- Maximum force: 0.7 eV/A
- Orbital gap: 0.3834 Eh
- HOMO level: -9.29 eV
- E: -7326.201 eV
- Relative energy (zero: lowest compared OMol25 entry of this formula, charge and spin): 71.11 kcal per mole

Last column: Mulliken charge in e.
Cartesian coordinates (Å):
C1 1.101 -0.366 -0.436  -0.485
C2 0.330 0.908 -0.180  -0.477
C3 -1.141 0.506 -0.276  -0.213
O1 -1.211 -0.852 -0.660  -0.444
C4 -0.094 -1.090 0.202  -0.209
C5 -0.411 0.304 0.995  -0.374
H1 1.960 -0.457 0.237  0.291
H2 1.377 -0.631 -1.461  0.288
H3 0.672 1.927 -0.315  0.380
H4 -1.966 1.156 -0.535  0.391
H5 -0.007 -2.159 0.424  0.450
H6 -0.577 0.770 1.968  0.401


[5]
Below is C9H31NO8Y as an isolated structure, with properties calculated with ωB97M-V/def2-TZVPD.

- LUMO: -4.72 eV
- Maximum force: 4.2 eV/A
- Orbital gap: 0.1322 Eh
- Net charge: +1
- HOMO level: -8.32 eV
- E: -28735.878 eV
- Relative energy (zero: lowest compared OMol25 entry of this formula, charge and spin): 232.51 kcal per mole

Last column: Mulliken charge in e.
Cartesian coordinates (Å):
Y1 -2.032 1.399 -2.300  1.428
C1 -0.228 -2.715 1.415  -1.801
C2 0.792 -1.679 1.931  1.705
C3 1.696 -2.517 2.890  -1.265
C4 2.842 -1.717 3.449  -0.666
C5 3.662 -1.089 2.274  -1.137
C6 2.883 -0.351 1.122  1.542
N1 1.567 -1.091 0.838  0.224
O1 0.833 -0.439 -0.264  -0.524
C7 3.861 -0.377 -0.093  -1.816
C8 2.637 1.154 1.484  -1.420
C9 0.049 -0.738 2.756  -1.806
H1 0.256 -3.426 0.746  0.455
H2 -1.050 -2.199 0.920  0.302
H3 -0.675 -3.340 2.189  0.421
H4 2.195 -3.312 2.336  0.391
H5 1.091 -2.962 3.680  0.440
H6 3.439 -2.317 4.137  0.391
H7 2.497 -0.863 4.032  0.306
H8 4.207 -1.908 1.802  0.394
H9 4.331 -0.386 2.771  0.333
H10 3.371 0.162 -0.903  0.384
H11 4.084 -1.401 -0.394  0.446
H12 4.823 0.102 0.087  0.359
H13 2.655 1.876 0.669  0.340
H14 3.458 1.464 2.131  0.339
H15 1.748 1.292 2.099  0.302
H16 0.704 -0.163 3.410  0.375
H17 -0.647 -1.345 3.334  0.447
H18 -0.634 -0.152 2.142  0.323
O2 -0.511 3.699 -3.606  -0.826
H19 0.193 3.331 -4.174  0.213
O3 -4.317 1.240 -4.929  -0.517
H20 -4.923 0.648 -5.376  0.277
H21 -4.538 2.108 -5.266  0.299
O4 -0.667 -0.367 -4.746  -0.518
H22 -1.015 -0.414 -5.636  0.292
H23 -0.002 -1.055 -4.711  0.297
O5 -4.154 4.124 -2.108  -0.540
H24 -3.779 4.924 -1.740  0.309
H25 -4.907 4.424 -2.617  0.283
O6 -3.360 -1.580 -2.788  -0.467
H26 -4.155 -1.978 -2.435  0.269
H27 -3.066 -2.190 -3.464  0.273
O7 -1.059 3.163 0.249  -0.490
H28 -1.316 3.767 0.946  0.260
H29 -0.155 2.928 0.456  0.289
O8 -3.939 0.754 0.157  -0.452
H30 -4.289 1.503 0.639  0.278
H31 -4.457 0.009 0.462  0.259


[6]
Below is H3PS2 in the gas phase, with properties calculated with ωB97M-V/def2-TZVPD.

- LUMO: 0.57 eV
- Maximum force: 4.5 eV/A
- Orbital gap: 0.3551 Eh
- Structure (SMILES): S=[PH2]S
- HOMO level: -9.09 eV
- E: -31007.528 eV
- Relative energy (zero: lowest compared OMol25 entry of this formula, charge and spin): 12.65 kcal per mole

Last column: Mulliken charge in e.
Cartesian coordinates (Å):
P1 0.167 0.252 0.549  0.210
S1 1.975 0.466 -0.061  -0.345
S2 -1.137 0.035 -1.102  -0.230
H1 -0.130 -1.082 0.972  0.115
H2 -0.482 1.142 1.268  0.094
H3 -0.393 -0.814 -1.626  0.155